# 1
Here is a molecular structure, C28H28BF5MgN7O4S2 from the Open Molecules 2025 dataset. Energies are from ωB97M-V/def2-TZVPD.

Properties
- Energy relative to the best compared isomer or geometry (same formula, charge and spin): 10.71 kcal per mole
- LUMO level: 2.14 eV
- Total charge: -1
- HOMO-LUMO gap: 6.426 eV
- Max |F|: 0.609 eV/A

Structure (XYZ):
```
76
C28H28BF5MgN7O4S2, DFT ωB97M-V/def2-TZVPD
Mg 0.22043 -0.87497 0.10229
C 2.89586 0.47740 1.17702
C 3.26955 -0.67716 0.25166
N 2.34524 -1.80538 0.32670
C 2.43680 -2.69284 1.47274
C 1.79622 -2.08756 2.72205
N 0.50895 -1.47862 2.42437
C 0.19162 -0.25200 3.13458
C 0.88630 0.99290 2.51677
N 1.45332 0.76005 1.19016
H 3.43503 1.36386 0.83168
H 3.22535 0.27208 2.19684
H 4.30253 -0.98522 0.47223
H 3.24019 -0.31070 -0.77699
H 2.38375 -2.32991 -0.53961
H 3.47580 -2.97338 1.70567
H 1.90241 -3.60972 1.21239
H 2.44572 -1.31837 3.13791
H 1.71645 -2.86391 3.49456
H -0.25436 -2.14383 2.44628
H 0.45286 -0.31598 4.20076
H -0.88886 -0.12972 3.07406
H 1.66509 1.35335 3.19947
H 0.14840 1.79161 2.43482
H 1.28089 1.56612 0.58915
N -5.65618 -1.24234 6.01426
C -4.95783 -1.35053 4.80848
C -3.77785 -2.08834 4.73652
C -3.11561 -2.23014 3.52843
C -3.61559 -1.63712 2.37753
C -4.79956 -0.91447 2.43992
C -5.46378 -0.77310 3.64394
S -2.74914 -1.79041 0.83720
O -1.79793 -2.87590 1.03703
O -3.75314 -1.92136 -0.18138
N -1.81351 -0.51498 0.66877
C -2.24542 0.71337 0.25189
N -1.21996 1.48681 -0.16396
C -1.51307 2.68949 -0.62921
C -2.82570 3.15479 -0.66225
C -3.79066 2.30212 -0.16965
N -3.52784 1.08174 0.29607
H -5.08572 -1.34360 6.83861
H -6.25614 -0.43540 6.07895
H -3.38504 -2.56559 5.62704
H -2.21626 -2.82829 3.47012
H -5.18338 -0.45840 1.53851
H -6.39074 -0.21287 3.68431
H -0.66758 3.26727 -0.99085
H -3.07046 4.13201 -1.05100
H -4.83407 2.60413 -0.14547
O -0.46283 -1.34699 -3.24643
B 0.30161 -1.58155 -2.07915
O 1.31652 -2.54413 -2.45441
C 1.13374 -2.83431 -3.77209
C 1.84436 -3.69185 -4.58270
C 1.42877 -3.79960 -5.91090
C 0.34605 -3.07041 -6.38770
C -0.36622 -2.20392 -5.55783
C 0.05193 -2.10598 -4.24866
H 2.68783 -4.25247 -4.20216
H 1.96178 -4.46186 -6.58123
H 0.05020 -3.17476 -7.42389
H -1.20886 -1.62857 -5.91551
F 4.55629 7.07746 -4.07841
C 3.96814 6.01877 -3.49450
C 2.69563 6.12330 -2.96236
F 2.04491 7.29713 -3.02905
C 2.10124 5.02678 -2.36839
F 0.86261 5.20949 -1.87752
C 2.71975 3.77647 -2.26547
S 1.94278 2.40416 -1.53196
C 4.00593 3.71936 -2.81447
F 4.71133 2.57957 -2.76349
C 4.62211 4.80193 -3.41374
F 5.86099 4.68497 -3.91935
```



# 2
Here is C5H10N2O in the gas phase in a non-equilibrium geometry from the Open Molecules 2025 dataset. Energies are from ωB97M-V/def2-TZVPD.

Properties
- Energy relative to the best compared isomer or geometry (same formula, charge and spin): 73.89 kcal per mole
- LUMO level: 0.76 eV
- SMILES: CNC(=CC=O)NC
- Total charge: 0
- HOMO-LUMO gap: 9.190 eV
- Max |F|: 4.530 eV/A

Structure (XYZ):
```
18
C5H10N2O, DFT ωB97M-V/def2-TZVPD
C -0.91414 2.30016 -0.91787
C 0.09321 0.10550 -0.32226
C 0.80267 -2.28067 -0.23580
C -0.33232 0.27799 0.95769
C 0.15924 -0.33396 2.16274
H -1.17701 2.93843 -1.78014
H -1.84697 1.87848 -0.38370
H -0.39549 2.89439 -0.13798
H -0.38435 0.63507 -2.19609
H 1.18493 -0.92866 -1.70374
H -0.02063 -2.12470 0.74496
H 0.36317 -3.05801 -1.00242
H 1.77716 -2.40062 0.40152
H -0.86404 1.27028 1.28146
H -0.20144 0.03077 3.06649
N 0.02319 1.08738 -1.31229
N 0.74350 -1.01421 -0.85342
O 0.98932 -1.27762 2.23086
```



# 3
Here is 7 unconnected molecules or ions with the total composition C37H76F9N7O3PS in a non-equilibrium geometry from the Open Molecules 2025 dataset. Energies are from ωB97M-V/def2-TZVPD.

Properties
- LUMO level: -5.76 eV
- Total charge: +3
- HOMO-LUMO gap: 9.587 eV
- Max |F|: 2.964 eV/A

Structure (XYZ):
```
134
C37H76F9N7O3PS, DFT ωB97M-V/def2-TZVPD
C 0.47015 0.84325 -0.52913
F -0.36601 1.52639 0.27259
F 1.37173 1.68513 -0.99474
F 1.06184 -0.10353 0.22987
S -0.46418 0.02137 -1.93103
O 0.50110 -0.41679 -2.92006
O -1.02125 -1.10403 -1.19005
O -1.37806 0.98869 -2.46144
C 4.24783 -0.05684 -2.40877
C 3.89320 -0.43638 -3.82312
N 3.22266 0.55631 -4.65224
C 2.97370 0.34715 -5.99048
C 2.41984 1.49582 -6.48371
N 2.24250 2.32657 -5.38497
C 2.65974 1.70468 -4.28797
C 1.47019 3.56709 -5.38136
H 4.68126 -0.95127 -1.95149
H 3.36384 0.06052 -1.77623
H 4.94631 0.76525 -2.28215
H 3.25345 -1.32041 -3.79620
H 4.81864 -0.69143 -4.34123
H 3.29536 -0.53502 -6.51453
H 2.05499 1.89187 -7.41528
H 2.67336 2.09567 -3.28058
H 2.01058 4.28464 -6.00069
H 1.43146 3.91294 -4.35390
H 0.53215 3.36284 -5.89316
C 1.53575 3.24587 1.67346
C 2.11458 4.46905 2.37663
N 1.19938 5.09390 3.31724
C 1.11645 4.80777 4.67532
C 0.19043 5.62598 5.22330
N -0.26524 6.45695 4.22371
C 0.32788 6.08088 3.08869
C -1.28813 7.47730 4.38025
H 0.68559 3.56508 1.06564
H 1.11792 2.37563 2.18491
H 2.32995 2.91908 1.00249
H 2.44633 5.15017 1.59762
H 2.94739 4.06898 2.95573
H 1.81265 4.06040 5.01626
H -0.24979 5.66542 6.20487
H 0.02015 6.40060 2.10546
H -2.27374 7.02152 4.44127
H -1.23701 8.13890 3.51846
H -1.04611 8.05393 5.26959
C 2.49867 -3.32622 -0.88033
C 1.44170 -3.71406 -1.93792
C 0.15746 -4.16737 -1.29020
N -0.73007 -4.91159 -2.27912
C -1.18662 -3.94828 -3.33661
C -1.86708 -5.57621 -1.51628
C -2.33516 -6.72918 -2.36724
C -1.15688 -7.08949 -3.26268
C -0.02449 -6.14495 -2.90935
H 3.37204 -2.98117 -1.43013
H 2.80705 -4.22204 -0.33225
H 2.16085 -2.61524 -0.12770
H 1.89908 -4.42084 -2.63401
H 1.34298 -2.83760 -2.58442
H -0.35327 -3.29256 -0.87705
H 0.28053 -4.79513 -0.40487
H -1.71967 -4.53800 -4.07802
H -0.37105 -3.38807 -3.78026
H -1.81451 -3.25523 -2.77818
H -2.61419 -4.80460 -1.34266
H -1.44362 -5.97750 -0.59776
H -3.21659 -6.46724 -2.95533
H -2.69634 -7.55959 -1.76093
H -1.45216 -6.87392 -4.29211
H -0.96756 -8.15995 -3.28284
H 0.48866 -5.74274 -3.77912
H 0.72408 -6.50642 -2.20698
C -1.47192 -2.90346 2.15961
C -0.10104 -2.21262 2.23985
C 0.48829 -2.45030 3.62453
N 1.71503 -1.54738 3.86678
C 1.29436 -0.12710 4.15732
C 2.57588 -2.09054 5.01202
C 3.50950 -3.17955 4.42178
C 3.32948 -3.01792 2.89666
C 2.76085 -1.63825 2.78948
H -1.35457 -3.98654 2.06618
H -2.06462 -2.60397 1.29398
H -2.09541 -2.71825 3.03722
H -0.32850 -1.16978 2.03350
H 0.49824 -2.70553 1.47757
H 0.88915 -3.44371 3.81210
H -0.18796 -2.19524 4.43843
H 2.24756 0.38779 4.23444
H 0.69205 -0.13492 5.06089
H 0.69643 0.25433 3.33440
H 3.16736 -1.26112 5.38675
H 1.94623 -2.56917 5.76000
H 4.52304 -2.92866 4.72235
H 3.22230 -4.17060 4.75860
H 4.26420 -3.05326 2.33867
H 2.66447 -3.77040 2.47276
H 3.51176 -0.84794 2.87770
H 2.29345 -1.30976 1.85484
C -2.51713 1.06741 3.02531
C -3.73186 0.98229 2.08330
C -3.51237 1.49421 0.66125
N -4.72625 1.16539 -0.20974
C -4.67721 -0.32908 -0.56029
C -4.72687 2.01460 -1.47031
C -6.13671 2.18785 -1.93826
C -7.04582 1.70323 -0.78296
C -6.10167 1.48547 0.40013
H -2.42758 2.07286 3.43787
H -1.61013 0.72239 2.53669
H -2.78308 0.47319 3.90100
H -4.59553 1.48918 2.51734
H -4.08500 -0.05128 2.01086
H -2.71352 0.97280 0.14836
H -3.49713 2.57967 0.73797
H -5.46026 -0.47194 -1.30674
H -5.07673 -0.94923 0.23946
H -3.66151 -0.50192 -0.90160
H -3.94659 1.68970 -2.15869
H -4.36763 3.00973 -1.19023
H -6.35803 1.59215 -2.82382
H -6.41944 3.20909 -2.17967
H -7.63827 0.85885 -1.12983
H -7.76552 2.48383 -0.54479
H -6.40833 0.75092 1.13509
H -5.92465 2.48370 0.80201
P 4.02213 4.37239 -1.18303
F 2.40996 4.56875 -0.89509
F 3.81194 4.51960 -2.78676
F 4.10240 5.98185 -1.10476
F 5.62215 4.24440 -1.49516
F 4.40269 4.29693 0.38271
F 3.78327 2.77211 -1.24054
```